1.
The following is a quantum chemistry calculation of a structure of composition C41H41BBrF4InN8O3PS, from OMol25.

The net charge is -1. The HOMO energy comes out at -2.5575 eV. Its spin multiplicity is 1. The calculation puts the total energy at -6178.73862 hartree. For the energy above the lowest of the compared OMol25 structures with the same formula, charge and spin, the calculation gives 42.0 kcal per mole.

Atoms and positions in Å:
In  0.604509  0.077178  0.147321
C  -2.513357  4.378164  2.759579
N  -1.104480  4.551935  2.476587
C  -0.580899  5.519632  1.630713
C  0.706187  5.231930  1.431212
N  0.984706  4.063569  2.137683
C  -0.150576  3.624254  2.806709
S  -0.344241  2.359596  3.867632
C  2.229759  3.394359  2.051902
C  3.401954  4.147662  2.007116
C  4.606384  3.477688  1.939937
C  4.600728  2.091642  1.928949
C  3.375236  1.448197  1.983660
N  2.202431  2.083586  2.035851
H  -2.967292  5.345000  2.971795
H  -2.604527  3.725588  3.622672
H  -3.014672  3.911029  1.910113
H  -1.183713  6.319200  1.236118
H  1.434293  5.721018  0.810046
H  3.368024  5.227681  2.058603
H  5.537669  4.030878  1.913067
H  5.520678  1.523519  1.876592
H  3.313974  0.365185  1.974088
F  -3.281533  -5.535582  -5.029986
C  -3.083487  -4.432753  -4.309142
C  -4.009657  -3.417653  -4.337427
F  -5.108857  -3.550145  -5.083203
C  -3.792262  -2.276098  -3.589236
F  -4.746212  -1.344575  -3.645525
C  -2.660678  -2.097488  -2.803086
P  -2.304097  -0.514882  -1.876860
C  -3.826084  -0.382541  -0.868536
C  -4.272406  0.862892  -0.423627
C  -5.242821  0.952166  0.567433
C  -5.764389  -0.197292  1.144791
C  -5.323435  -1.441310  0.714547
C  -4.364324  -1.529651  -0.283871
C  -2.523349  0.706522  -3.243525
C  -3.700167  1.357441  -3.608397
C  -3.686962  2.337294  -4.590529
C  -2.495567  2.684021  -5.218042
C  -1.317497  2.046520  -4.860533
C  -1.330484  1.068525  -3.874212
C  -1.745761  -3.153403  -2.781960
Br  -0.187250  -3.102495  -1.728773
C  -1.957321  -4.301180  -3.528640
F  -1.084427  -5.313457  -3.517585
H  -3.855483  1.770429  -0.843242
H  -5.566715  1.928100  0.910909
H  -6.491732  -0.126636  1.944518
H  -5.692405  -2.343345  1.188027
H  -4.005356  -2.507309  -0.587506
H  -4.635752  1.095312  -3.133180
H  -4.609257  2.833415  -4.867809
H  -2.488208  3.461185  -5.973161
H  -0.380090  2.332942  -5.321980
H  -0.403651  0.611090  -3.552112
C  2.715779  2.594768  -1.334011
O  1.446742  2.953420  -0.840720
C  0.448650  2.043702  -1.222489
C  -0.869023  2.685674  -0.812773
H  3.468504  3.144769  -0.762275
H  2.809602  2.845267  -2.396052
H  2.879603  1.518212  -1.220828
H  -1.130988  3.450307  -1.561407
H  -0.872265  3.168339  0.173099
H  -1.651837  1.926377  -0.808451
N  -1.348778  -0.936390  1.007669
C  -1.809406  -1.745200  1.716519
N  -2.253691  -2.703661  2.436070
C  -3.419914  -2.897759  2.993587
N  -4.428215  -3.165958  3.510256
C  1.506440  -3.795969  4.116093
C  2.319263  -2.756783  3.361113
C  3.173435  -1.962235  4.341969
O  1.396652  -1.819670  2.767099
B  1.715219  -1.582866  1.452740
O  2.811945  -2.373505  1.075976
C  3.120400  -3.320014  2.132689
C  4.627264  -3.349138  2.316356
C  2.632833  -4.678973  1.650771
H  1.007732  -3.311876  4.955775
H  2.151963  -4.588621  4.503427
H  0.736584  -4.230944  3.481436
H  2.509307  -1.492805  5.068249
H  3.724716  -1.167495  3.835446
H  3.878302  -2.605442  4.874237
H  5.027501  -2.345817  2.458480
H  5.090393  -3.780636  1.426318
H  4.902276  -3.963804  3.177197
H  1.558432  -4.660163  1.464479
H  2.858179  -5.466237  2.372409
H  3.130639  -4.913480  0.708242
N  3.443222  -1.204209  -1.418612
C  4.539975  -1.021495  -2.179601
C  4.098890  -0.611168  -3.416684
C  2.693086  -0.585291  -3.296224
N  2.305989  -0.942984  -2.082519
H  3.383765  -1.585115  -0.478242
H  5.533654  -1.185314  -1.793357
H  4.694982  -0.355673  -4.278106
H  1.957078  -0.322664  -4.041817

Forces on the atoms, in the same order (eV/Å):
In 0.0 0.6 0.2
C 0.0 0.1 0.0
N 0.0 -0.1 -0.2
C -0.3 0.0 0.2
C 0.2 -0.1 0.0
N -0.1 -0.1 -0.1
C 0.1 0.3 0.0
S 0.1 0.0 -0.1
C -0.2 0.3 0.1
C 0.0 0.1 0.1
C 0.0 0.1 0.0
C 0.0 -0.1 0.0
C -0.1 0.1 0.0
N 0.4 -0.5 0.0
H 0.0 0.0 0.0
H 0.0 0.0 0.0
H 0.0 0.0 0.0
H 0.0 -0.1 0.0
H 0.0 -0.1 0.0
H 0.0 0.0 0.0
H 0.0 0.0 0.0
H 0.0 0.0 0.0
H 0.0 0.0 0.0
F 0.0 -0.1 0.0
C 0.0 -0.1 -0.1
C -0.2 0.2 0.0
F -0.1 0.0 0.0
C 0.0 0.0 0.1
F 0.0 0.1 0.0
C 0.0 0.1 0.0
P -0.3 0.0 -0.5
C 0.1 0.0 0.2
C -0.1 0.0 0.0
C 0.1 0.0 0.0
C 0.0 0.0 0.0
C 0.0 -0.1 0.0
C 0.0 0.0 0.0
C 0.1 0.0 0.1
C 0.0 0.0 -0.1
C 0.0 0.0 0.0
C 0.0 0.0 0.0
C 0.0 0.0 0.0
C -0.1 0.0 0.0
C 0.0 0.0 0.1
Br 0.0 0.0 0.0
C 0.2 0.0 0.1
F 0.0 0.0 0.0
H 0.0 0.0 0.0
H 0.0 0.0 0.0
H 0.0 0.0 0.0
H 0.0 0.1 0.0
H 0.0 0.0 0.0
H 0.0 0.0 0.0
H 0.0 0.0 0.0
H 0.0 0.0 0.0
H 0.0 0.0 0.0
H 0.0 0.1 0.1
C -0.2 0.1 0.0
O 0.3 0.1 0.3
C -0.3 -0.7 0.0
C 0.2 0.0 0.0
H 0.0 0.0 0.0
H 0.0 -0.1 0.0
H 0.1 0.0 0.0
H 0.0 0.0 0.0
H 0.0 0.0 0.0
H -0.1 0.1 0.0
N 0.2 -0.1 0.2
C -0.5 0.1 0.0
N 0.4 -0.4 0.1
C -0.2 0.3 -0.1
N 0.2 0.0 -0.1
C 0.0 0.0 0.0
C 0.0 0.1 0.0
C 0.0 0.0 0.0
O 0.0 -0.1 -0.2
B -0.1 0.1 -0.2
O 0.0 0.1 0.2
C -0.1 0.0 0.0
C 0.0 0.0 0.0
C -0.1 0.0 -0.1
H 0.0 0.0 0.0
H 0.0 0.0 0.0
H 0.0 0.0 0.0
H 0.0 0.0 0.0
H 0.0 0.0 0.0
H 0.0 0.0 0.0
H 0.0 0.0 0.0
H 0.0 0.0 0.0
H 0.0 0.0 0.0
H 0.0 0.0 0.0
H 0.0 0.0 0.0
H 0.0 0.0 0.0
N 0.1 0.0 -0.1
C -0.1 0.1 0.0
C -0.1 0.0 -0.1
C 0.0 0.1 0.0
N 0.2 -0.2 0.1
H 0.0 0.0 0.0
H -0.1 0.0 0.0
H 0.0 0.0 0.1
H 0.0 0.0 0.1

Results of the Löwdin charge analysis, in e, for atoms 1 through 4: 0.812 -0.047 -0.140 -0.066

***

2.
The following is a quantum chemistry calculation of a structure of composition C33H20N9O9SeW in a non-equilibrium geometry, from OMol25.

The net charge is -1. The HOMO energy (alpha / beta) comes out at -3.7565 / -6.0606 eV. Its spin multiplicity is 3. The calculation puts the total energy at -4908.17812 hartree. For the energy above the lowest of the compared OMol25 structures with the same formula, charge and spin, the calculation gives 35.2 kcal per mole.

Atoms and positions in Å:
W  0.376303  -0.221617  0.216852
C  -2.289636  0.819015  3.694808
C  -1.576994  0.115661  2.589252
N  -0.556711  0.666634  1.917833
N  -0.145064  1.900553  2.335021
C  0.902991  2.243396  1.679980
O  1.430766  1.407864  0.793482
C  1.547262  3.551572  1.865922
C  0.885805  4.559340  2.567993
C  1.485075  5.793635  2.741024
C  2.749014  6.039438  2.216464
C  3.407916  5.040532  1.516442
C  2.809254  3.802940  1.338929
C  -1.917233  -1.156202  2.141090
C  -3.006026  -1.914569  2.638212
C  -3.256169  -3.151342  2.132164
C  -2.427355  -3.642424  1.106580
C  -1.402979  -2.862213  0.642426
N  -1.097548  -1.642242  1.144312
H  -1.715157  1.668941  4.046941
H  -2.464597  0.139512  4.529742
H  -3.262207  1.184547  3.353227
H  -0.100657  4.362392  2.963215
H  0.960964  6.571882  3.280473
H  3.213879  7.007387  2.351752
H  4.393159  5.224605  1.107583
H  3.322986  3.024099  0.794826
H  -3.632352  -1.484095  3.405233
H  -4.088811  -3.735370  2.500737
H  -2.587069  -4.605574  0.645508
H  -0.791847  -3.213425  -0.174488
O  4.087818  -4.990214  1.924716
C  3.269822  -4.151363  1.670677
C  2.385963  -4.095910  0.408519
O  2.246710  -4.977087  -0.405025
C  1.765160  -2.776600  0.484330
C  2.062172  -2.118823  1.657420
O  1.532082  -0.946696  1.837778
C  2.980190  -2.885824  2.500870
O  3.428143  -2.628460  3.592881
O  0.968496  -2.169857  -0.349121
N  -0.665965  1.444111  -0.544733
C  -1.287965  2.335636  -0.964795
N  -1.892591  3.397821  -1.331522
C  -2.634570  3.368748  -2.430871
N  -3.289512  3.453772  -3.380052
O  -0.339241  -2.826985  -3.131824
C  -1.676935  -2.945981  -3.109991
C  -2.218571  -3.969979  -3.893814
C  -3.581825  -4.166728  -3.946288
C  -4.444390  -3.348593  -3.221450
C  -3.912178  -2.339494  -2.446327
C  -2.535367  -2.119359  -2.365880
C  -2.089843  -1.012186  -1.450234
O  -2.883994  -0.362819  -0.807838
O  -0.773255  -0.873667  -1.390574
H  -0.092152  -2.119637  -2.501274
H  -1.535212  -4.597207  -4.449424
H  -3.980747  -4.966183  -4.558518
H  -5.514397  -3.499641  -3.265618
H  -4.548495  -1.684825  -1.865985
Se  4.069658  0.042057  0.252060
N  4.599408  1.406332  -0.717533
C  3.671724  1.642403  -1.628134
C  3.622146  2.747987  -2.543015
C  2.519041  2.866492  -3.311125
C  1.461206  1.874550  -3.224814
N  1.493754  0.845003  -2.442280
C  2.571698  0.727122  -1.614360
N  2.580200  -0.213772  -0.693073
H  4.435173  3.460283  -2.569265
H  2.394394  3.687410  -4.003207
H  0.585282  1.993284  -3.854835

Forces on the atoms, in the same order (eV/Å):
W -1.0 -1.2 1.5
C 0.0 0.0 0.0
C 0.1 0.0 -0.1
N -0.2 0.2 0.3
N 0.2 0.0 -0.2
C 0.0 -0.1 -0.2
O 0.1 0.0 0.0
C -0.1 0.0 0.1
C 0.0 0.0 0.0
C 0.0 0.0 0.0
C 0.0 0.0 0.0
C 0.0 0.0 0.0
C 0.0 0.0 0.0
C 0.2 -0.1 -0.1
C 0.1 0.1 0.0
C 0.0 -0.1 0.0
C 0.0 0.0 0.0
C 0.2 0.2 0.0
N -0.6 -0.1 -0.1
H 0.0 0.0 0.0
H 0.0 0.0 0.0
H 0.0 0.0 0.0
H 0.0 0.0 0.0
H 0.0 0.0 0.0
H 0.0 0.0 0.0
H 0.0 0.0 0.0
H 0.0 0.0 0.0
H 0.0 0.0 0.0
H 0.0 0.0 0.0
H 0.0 0.0 0.0
H 0.0 0.0 0.0
O -0.1 0.0 0.1
C 0.2 0.1 -0.1
C -0.1 -0.1 0.1
O 0.1 0.1 0.0
C 0.0 0.2 0.0
C -0.1 0.0 -0.1
O 0.2 0.0 0.0
C -0.1 -0.1 0.1
O 0.1 0.0 -0.1
O 0.2 0.2 -0.1
N 0.0 0.2 -0.3
C 0.3 -0.1 0.3
N 0.0 -0.1 -0.1
C 0.0 0.1 0.1
N -0.1 0.0 -0.1
O 0.1 0.2 0.1
C 0.0 0.0 0.0
C 0.0 0.0 0.0
C 0.0 0.0 0.0
C 0.0 0.0 0.0
C 0.0 0.0 0.0
C -0.1 0.2 -0.1
C -0.1 -0.1 -0.1
O 0.1 0.0 0.0
O 0.5 -0.3 0.0
H 0.0 0.0 0.0
H 0.0 0.0 0.0
H 0.0 0.0 0.0
H 0.0 0.0 0.0
H 0.0 0.0 0.0
Se -0.1 -0.4 0.2
N 0.1 0.2 -0.2
C 0.1 0.0 0.0
C 0.1 -0.2 0.2
C -0.4 -0.3 0.0
C 0.5 0.2 0.0
N -0.1 0.0 -0.1
C -0.3 0.4 -0.8
N 0.2 0.6 -0.2
H 0.0 0.0 0.0
H 0.0 0.0 0.0
H 0.0 -0.1 0.0

Results of the Löwdin charge analysis, in e, for atoms 1 through 4: 1.943 -0.021 -0.254 -0.116

***

3.
The following is a quantum chemistry calculation of an isolated molecule of H3NO3Si in a non-equilibrium geometry, from OMol25.

The HOMO energy comes out at -11.2539 eV. Its spin multiplicity is 1. The calculation puts the total energy at -571.61236 hartree. As for the structure (SMILES): O=[N+]([O-])O[SiH3]. For the energy above the lowest of the compared OMol25 structures with the same formula, charge and spin, the calculation gives 63.8 kcal per mole.

Atoms and positions in Å:
O  1.772862  -1.766151  -0.068837
N  0.618043  -1.498513  -0.177348
O  -0.259163  -2.089736  -0.733945
O  0.340706  -0.296978  0.360174
Si  -0.512138  1.153029  0.138684
H  -1.527043  1.382702  -0.801259
H  -1.060359  1.030038  1.609637
H  0.627092  2.085609  -0.327106

Forces on the atoms, in the same order (eV/Å):
O 0.5 -1.0 0.1
N 0.6 0.8 -1.0
O -0.5 -0.3 0.1
O -0.6 0.5 0.4
Si 1.6 -0.1 2.2
H -1.2 -0.3 -1.0
H 0.4 1.0 -1.5
H -0.9 -0.5 0.8

Results of the Löwdin charge analysis, in e, for atoms 1 through 4: 0.126 -0.486 0.112 -0.262

***

4.
The following is a quantum chemistry calculation of an isolated molecule of C3H7NO2S in a non-equilibrium geometry, from OMol25.

The HOMO energy comes out at -8.8971 eV. Its spin multiplicity is 1. The calculation puts the total energy at -721.75326 hartree. For the energy above the lowest of the compared OMol25 structures with the same formula, charge and spin, the calculation gives 131.4 kcal per mole.

Atoms and positions in Å:
C  0.583457  1.126097  -0.453658
C  1.240008  0.192122  0.505160
C  1.369210  -1.115924  0.187031
N  -0.842105  0.830766  -0.413733
O  -1.889990  -1.361880  0.424620
O  -1.364440  1.118912  0.814054
S  -1.179245  -0.889539  -0.792130
H  0.557572  2.181783  -0.257678
H  1.174931  0.956432  -1.468757
H  1.436051  0.508078  1.544669
H  1.668782  -1.862652  0.903223
H  1.139151  -1.345963  -0.814645
H  -1.579292  0.314326  1.240366
H  -2.314089  -0.652559  -1.418518

Forces on the atoms, in the same order (eV/Å):
C 1.5 -0.8 -1.2
C 0.8 -1.2 1.5
C 0.6 2.2 1.1
N -0.6 -1.3 -3.1
O 0.9 -1.0 1.1
O 0.2 2.7 0.0
S -1.3 1.1 0.8
H 0.8 0.4 0.4
H -2.1 0.4 1.5
H -0.1 -0.1 -0.6
H 0.1 -0.1 0.0
H 0.3 -0.9 -0.9
H -0.5 -2.2 1.0
H -0.5 0.8 -1.5

Results of the Löwdin charge analysis, in e, for atoms 1 through 4: -0.238 -0.180 -0.044 -0.389